{"formula": "C44H54N8OP2PtS3", "method": "the ωB97M-V functional and the def2-TZVPD basis", "s2": 6.044, "homo_ev": [-15.686, -17.627], "total_charge": 4, "relative_energy_kcal_mol": 0.0, "e_tot_ha": -4217.6802, "gap_ev": [6.07, 4.84], "spin_multiplicity": 5, "symbols": ["Pt", "C", "S", "C", "C", "C", "N", "P", "C", "C", "C", "C", "C", "C", "C", "C", "C", "C", "C", "C", "P", "C", "C", "C", "C", "C", "C", "C", "C", "C", "C", "C", "C", "H", "H", "H", "H", "H", "H", "H", "H", "H", "H", "H", "H", "H", "H", "H", "H", "H", "H", "H", "H", "H", "H", "H", "H", "H", "H", "H", "H", "H", "N", "C", "N", "C", "C", "S", "C", "C", "S", "C", "N", "N", "H", "H", "H", "H", "H", "H", "N", "C", "N", "C", "C", "C", "C", "C", "H", "H", "H", "H", "H", "H", "H", "H", "H", "H", "C", "N", "C", "C", "C", "O", "H", "H", "H", "H", "H", "H", "H", "H", "H"], "xyz": [[-0.848, -0.490, 0.465], [2.674, 7.590, -1.426], [3.084, 5.941, -1.921], [1.509, 5.164, -2.277], [1.246, 3.976, -1.329], [-0.061, 3.287, -1.761], [-0.348, 2.040, -1.046], [0.258, 0.493, -1.451], [2.055, 0.587, -1.523], [2.766, 0.348, -0.349], [4.144, 0.508, -0.327], [4.817, 0.894, -1.478], [4.114, 1.122, -2.656], [2.736, 0.972, -2.681], [-0.252, 0.147, -3.145], [0.321, -0.956, -3.788], [-0.136, -1.350, -5.038], [-1.160, -0.643, -5.660], [-1.731, 0.454, -5.028], [-1.287, 0.842, -3.771], [-1.141, 1.908, 0.461], [-0.355, 3.078, 1.581], [-0.739, 4.418, 1.669], [-0.035, 5.288, 2.487], [1.061, 4.830, 3.213], [1.452, 3.501, 3.122], [0.744, 2.623, 2.313], [-2.861, 2.414, 0.293], [-3.528, 2.189, -0.914], [-4.888, 2.436, -1.021], [-5.603, 2.884, 0.083], [-4.952, 3.088, 1.293], [-3.587, 2.860, 1.400], [3.603, 8.144, -1.306], [2.140, 7.538, -0.471], [2.030, 8.052, -2.177], [1.615, 4.801, -3.305], [0.724, 5.919, -2.247], [1.175, 4.319, -0.297], [2.070, 3.263, -1.392], [-0.006, 3.058, -2.829], [-0.909, 3.965, -1.628], [2.232, 0.027, 0.538], [4.703, 0.319, 0.580], [5.893, 1.003, -1.464], [4.644, 1.401, -3.557], [2.197, 1.140, -3.605], [1.131, -1.502, -3.318], [0.321, -2.194, -5.536], [-1.499, -0.939, -6.643], [-2.515, 1.013, -5.520], [-1.743, 1.698, -3.289], [-1.595, 4.783, 1.112], [-0.349, 6.319, 2.575], [1.600, 5.509, 3.860], [2.302, 3.150, 3.691], [1.047, 1.584, 2.245], [-2.976, 1.832, -1.776], [-5.391, 2.295, -1.969], [-6.661, 3.092, -0.003], [-5.504, 3.452, 2.150], [-3.092, 3.037, 2.348], [-2.488, -1.921, -2.467], [-3.288, -1.631, -1.454], [-2.900, -1.138, -0.294], [-3.971, -1.018, 0.574], [-5.193, -1.364, 0.036], [-5.023, -1.889, -1.565], [-3.725, -0.633, 1.919], [-4.686, -0.357, 2.906], [-3.952, 0.115, 4.346], [-2.372, -0.061, 3.566], [-2.440, -0.483, 2.323], [-1.233, 0.235, 4.165], [-1.487, -1.787, -2.381], [-2.843, -2.295, -3.332], [-6.154, -1.370, 0.524], [-5.760, -0.413, 2.820], [-1.193, 0.540, 5.125], [-0.375, 0.089, 3.636], [-0.105, -2.693, -0.017], [0.322, -3.774, -0.036], [0.809, -4.972, -0.124], [-0.084, -6.119, -0.428], [0.645, -7.110, -1.320], [1.991, -7.506, -0.718], [2.857, -6.273, -0.473], [2.141, -5.288, 0.437], [-0.983, -5.724, -0.901], [-0.374, -6.585, 0.517], [0.796, -6.667, -2.310], [0.009, -7.986, -1.450], [2.507, -8.197, -1.383], [1.831, -8.038, 0.225], [3.085, -5.782, -1.421], [3.806, -6.549, -0.012], [2.693, -4.352, 0.539], [1.995, -5.728, 1.430], [2.636, -3.220, 4.057], [2.279, -1.999, 3.324], [3.322, -0.977, 3.250], [1.070, -1.798, 2.825], [0.048, -2.883, 3.016], [0.775, -0.692, 2.273], [3.552, -3.030, 4.609], [2.809, -4.051, 3.373], [1.864, -3.494, 4.772], [4.258, -1.448, 2.954], [3.459, -0.515, 4.228], [3.045, -0.219, 2.528], [0.444, -3.863, 2.755], [-0.829, -2.679, 2.409], [-0.245, -2.926, 4.068]], "mulliken_charge": [4.945, -0.816, 0.387, -0.934, 0.354, -1.158, 0.384, 1.177, -0.164, 0.405, -0.774, -0.742, -0.931, -0.554, 0.494, -0.603, -0.758, -0.765, -0.931, -0.572, 0.512, 0.450, -0.293, -0.960, -0.723, -1.091, -0.156, 0.908, -1.075, -0.679, -0.806, -0.864, -0.748, 0.384, 0.335, 0.374, 0.458, 0.560, 0.131, 0.129, 0.647, 0.451, -0.255, 0.498, 0.480, 0.534, 0.521, 0.518, 0.501, 0.460, 0.512, 0.135, 0.523, 0.548, 0.484, 0.538, 0.393, 0.126, 0.553, 0.483, 0.515, 0.601, -0.063, 0.276, 0.059, 0.279, -0.711, -0.118, -0.171, -0.898, -0.083, 0.141, 0.309, 0.009, -0.238, 0.316, 0.480, 0.478, 0.243, -0.306, -1.345, 0.299, 0.274, -0.634, -0.671, -0.661, -0.892, -0.484, 0.432, 0.303, 0.280, 0.364, 0.349, 0.309, 0.344, 0.362, 0.437, 0.251, -0.947, 0.345, -0.896, 0.313, -1.808, -0.248, 0.426, 0.213, 0.384, 0.452, 0.374, 0.049, 0.514, -0.139, 0.595]}